# C15H60F2NO19S2

A 16-piece molecular cluster, C15H60F2NO19S2 overall (the ωB97M-V functional and the def2-TZVPD basis, OMol25).

Output
* E: -3087.38053 Eh
* orbital gap (spin up / spin down): 0.29507 / 0.10904 Eh
* 2S+1: 2
* HOMO energy (spin up / spin down): -0.35793 / -0.35792 Eh

Each line ends with the Mulliken charge.
CARTESIAN COORDINATES (ANGSTROEM)
N (0.25736, 0.75229, 0.45147)  0.14
S (1.63854, 0.30011, -0.11384)  0.63
O (2.10326, 0.88428, -1.35060)  -0.66
O (2.18841, -1.02058, 0.24013)  -0.05
F (2.50074, 1.09557, 0.95758)  -0.27
S (-0.54503, -0.26989, -0.70018)  0.21
O (-0.60307, -1.69486, -0.36283)  -0.18
O (-0.61084, 0.15038, -2.13621)  -0.35
F (-2.01686, 0.16510, -0.21672)  -0.33
C (0.79324, 3.39828, 2.58116)  -0.76
O (0.27231, 2.06148, 2.65714)  -0.70
H (0.24526, 3.98415, 3.31911)  0.46
H (1.85240, 3.51088, 2.81265)  0.08
H (0.71006, 3.78157, 1.56417)  0.25
H (0.27991, 1.66479, 1.78296)  1.25
C (3.39407, 1.50686, 4.32536)  -0.44
O (4.22504, 0.71694, 5.09494)  -0.64
H (3.64481, 1.42732, 3.26757)  0.12
H (2.34951, 1.22970, 4.46736)  0.18
H (3.48044, 2.54503, 4.64602)  0.37
H (4.59901, -0.03249, 4.62580)  0.41
C (-4.99421, -0.19912, 2.02678)  -0.33
O (-5.50825, 0.08054, 3.27035)  -0.54
H (-4.00085, 0.23165, 1.90118)  -0.05
H (-4.84306, -1.27635, 2.09635)  0.25
H (-5.66543, -0.03694, 1.18342)  0.39
H (-5.89282, 0.96009, 3.28048)  0.32
C (-0.29038, 3.47509, -1.61324)  -0.31
O (-0.89173, 3.08267, -0.40464)  -0.50
H (-0.85680, 4.20960, -2.18575)  0.32
H (0.73931, 3.77996, -1.42648)  0.18
H (-0.39595, 2.62780, -2.29078)  -0.16
H (-0.44125, 2.30408, -0.06927)  0.25
C (4.47988, -1.39660, 2.59947)  -0.50
O (5.37928, -1.46795, 3.68561)  -0.60
H (4.48880, -2.20640, 1.86992)  0.32
H (3.52967, -1.43264, 3.13230)  0.29
H (4.55437, -0.47117, 2.02840)  0.12
H (5.52013, -2.38546, 3.93042)  0.32
C (-5.30675, 0.64752, -2.02982)  -0.37
O (-6.19927, -0.37712, -1.48725)  -0.54
H (-5.80569, 1.60382, -1.87285)  0.36
H (-4.36146, 0.66561, -1.48742)  -0.04
H (-4.95506, 0.62510, -3.06129)  0.28
H (-5.74059, -1.19921, -1.29917)  0.30
C (-2.40852, 2.52585, -4.78131)  -0.07
O (-2.20200, 1.82226, -5.94081)  -0.50
H (-3.41812, 2.43847, -4.37985)  0.22
H (-1.67840, 2.12099, -4.08050)  -0.28
H (-2.03839, 3.54632, -4.88011)  0.39
H (-2.73877, 2.20108, -6.64080)  0.28
C (-1.81090, -3.89972, 2.02091)  -0.21
O (-2.61612, -4.82110, 2.79690)  -0.56
H (-1.44253, -3.19760, 2.76886)  -0.04
H (-0.94036, -4.37808, 1.57210)  0.31
H (-2.29443, -3.31453, 1.23871)  0.14
H (-2.87725, -5.49876, 2.16905)  0.31
C (3.75263, 3.83895, -0.01417)  -0.28
O (4.13561, 4.65934, -1.08985)  -0.53
H (3.08362, 3.09583, -0.44811)  -0.10
H (4.60880, 3.24201, 0.30005)  0.30
H (3.29380, 4.34986, 0.83231)  0.27
H (4.58000, 5.43802, -0.74668)  0.30
C (-3.16750, -1.93791, -3.49639)  -0.39
O (-2.52764, -1.14589, -4.51558)  -0.50
H (-2.93750, -3.00325, -3.51210)  0.31
H (-2.88368, -1.63925, -2.48726)  -0.09
H (-4.25654, -1.94556, -3.54143)  0.37
H (-1.85420, -0.60618, -4.09512)  0.23
C (0.29522, -2.83290, -3.83404)  -0.52
O (1.09095, -1.73940, -3.41360)  -0.38
H (-0.48456, -2.97374, -3.08557)  0.04
H (-0.05646, -2.64742, -4.84894)  0.36
H (0.87977, -3.75288, -3.82856)  0.32
H (0.74825, -0.87609, -3.65616)  0.23
C (1.79897, -4.15740, -0.59563)  0.06
O (2.61283, -3.83493, 0.51690)  -0.61
H (1.70814, -5.22702, -0.78471)  0.47
H (0.79084, -3.82447, -0.34877)  -0.15
H (2.09948, -3.74568, -1.55911)  -0.19
H (2.46386, -2.89183, 0.61673)  0.33
C (-3.20110, 2.83645, 2.06007)  -0.42
O (-2.41717, 2.36615, 3.11353)  -0.30
H (-2.80576, 3.77354, 1.66807)  0.30
H (-3.18497, 2.20835, 1.16938)  0.14
H (-4.25994, 2.99537, 2.26427)  0.35
H (-1.48574, 2.49531, 2.92022)  0.48
C (0.47658, -1.26162, 3.29440)  -0.43
O (-0.64920, -0.64974, 2.64354)  -0.29
H (0.09401, -1.74480, 4.19344)  0.58
H (0.93343, -2.04603, 2.69101)  0.25
H (1.30306, -0.60417, 3.56420)  -0.15
H (-0.30143, -0.16591, 1.89083)  0.21
C (4.66502, -2.37443, -2.26624)  -0.28
O (5.77875, -2.01266, -3.00532)  -0.58
H (4.13591, -1.46127, -1.99368)  0.09
H (4.02025, -2.99974, -2.88378)  0.19
H (4.83294, -2.95538, -1.35938)  0.23
H (5.45630, -1.78796, -3.88119)  0.32